The following is a DFT calculation (ωB97M-V/def2-TZVPD) of a 19-piece molecular cluster, C15H54F3IO20 overall.

Element x y z (Å)
1 C 2.933 -2.495 0.188
2 C 1.830 -1.895 1.069
3 C 2.185 -0.435 1.456
4 I 2.598 -0.340 3.565
5 C 1.093 0.573 1.053
6 C 1.577 1.958 0.612
7 C 2.843 2.001 -0.259
8 C 3.994 2.632 0.480
9 F 5.169 2.459 -0.178
10 F 4.171 2.150 1.726
11 F 3.823 3.977 0.602
12 O 0.176 0.843 2.149
13 C -0.986 0.142 2.094
14 O -1.005 -1.065 2.101
15 C -2.224 0.971 1.962
16 C -2.308 1.444 0.522
17 C -2.623 0.525 -0.478
18 C -2.700 0.935 -1.806
19 C -2.447 2.264 -2.129
20 C -2.125 3.184 -1.141
21 C -2.055 2.772 0.188
22 H 3.925 -2.273 0.590
23 H 2.817 -3.575 0.094
24 H 2.846 -2.081 -0.818
25 H 0.904 -1.919 0.497
26 H 1.717 -2.493 1.969
27 H 3.135 -0.187 0.996
28 H 0.476 0.128 0.268
29 H 1.656 2.595 1.494
30 H 0.769 2.388 0.016
31 H 2.687 2.647 -1.118
32 H 3.160 1.023 -0.615
33 H -3.080 0.341 2.195
34 H -2.229 1.822 2.638
35 H -2.775 -0.510 -0.194
36 H -2.933 0.200 -2.563
37 H -2.486 2.588 -3.161
38 H -1.917 4.216 -1.389
39 H -1.824 3.482 0.975
40 O -2.074 -1.698 -3.537
41 H -1.367 -2.153 -3.067
42 H -1.759 -1.649 -4.445
43 O 3.344 -3.552 5.059
44 H 2.700 -4.093 4.588
45 H 3.054 -2.651 4.856
46 O -2.254 6.027 -2.790
47 H -3.216 6.107 -2.780
48 H -1.925 6.931 -2.778
49 O 3.300 4.426 -2.428
50 H 3.691 4.698 -3.264
51 H 4.024 4.479 -1.793
52 O -3.553 -2.476 1.647
53 H -2.811 -1.873 1.816
54 H -4.049 -2.483 2.477
55 O -5.224 -0.047 1.245
56 H -4.834 -0.919 1.076
57 H -5.229 0.387 0.387
58 O 1.746 -2.046 -2.961
59 H 1.989 -1.578 -3.768
60 H 1.504 -2.919 -3.285
61 O -5.106 5.045 -3.095
62 H -5.847 5.063 -3.710
63 H -4.627 4.232 -3.307
64 O 2.999 -3.067 -5.293
65 H 3.773 -3.144 -4.727
66 H 3.334 -2.712 -6.122
67 O 3.786 -6.489 6.292
68 H 3.141 -7.063 5.869
69 H 3.515 -5.591 6.066
70 O 6.543 -7.071 7.601
71 H 5.758 -7.002 7.043
72 H 6.910 -7.937 7.405
73 O 1.195 2.078 -3.280
74 H 1.916 2.679 -3.043
75 H 1.028 2.259 -4.211
76 O 3.044 0.539 -5.400
77 H 3.844 1.050 -5.243
78 H 2.468 0.761 -4.656
79 O 0.313 -4.596 1.172
80 H -0.309 -5.215 0.779
81 H -0.077 -4.361 2.020
82 O -1.986 2.079 5.018
83 H -1.192 2.585 5.216
84 H -2.576 2.244 5.760
85 O -3.696 1.774 -5.020
86 H -3.394 0.863 -5.089
87 H -3.616 2.131 -5.910
88 O -3.957 -4.699 3.415
89 H -3.195 -5.174 3.759
90 H -3.754 -4.553 2.483
91 O -6.047 3.222 -0.855
92 H -5.816 3.798 -1.596
93 H -6.199 2.358 -1.247

Properties
- E_tot: -73635.9910 eV
- HOMO-LUMO gap: 8.644 eV
- Total charge: 0
- Lowest unoccupied orbital energy: -0.23 eV
- HOMO: -8.87 eV

***

The following is a DFT calculation (ωB97M-V/def2-TZVPD) of C24H43N2OP2Pt as an isolated structure.

Element x y z (Å)
1 Pt -0.339 0.042 -0.802
2 P 0.079 -2.274 -0.400
3 P 0.075 2.287 -0.125
4 N 1.853 0.072 -1.370
5 C 1.725 -2.434 -1.231
6 H 2.255 -3.353 -0.891
7 H 1.564 -2.486 -2.332
8 C 2.554 -1.156 -0.973
9 H 2.902 -1.066 0.078
10 H 3.460 -1.049 -1.574
11 C 2.549 1.254 -0.836
12 H 3.448 1.221 -1.452
13 H 2.913 1.042 0.192
14 C 1.721 2.552 -0.929
15 H 1.569 2.753 -2.014
16 H 2.257 3.415 -0.477
17 C 0.343 3.033 1.559
18 C -0.781 2.664 2.530
19 H -0.540 3.077 3.518
20 H -0.844 1.580 2.669
21 H -1.748 3.074 2.190
22 C -1.080 3.315 -1.083
23 C -2.431 3.528 -0.390
24 H -3.130 3.914 -1.144
25 H -2.359 4.257 0.428
26 H -2.882 2.607 -0.005
27 C -1.078 -3.154 -1.491
28 C -2.432 -3.446 -0.831
29 H -3.127 -3.733 -1.633
30 H -2.882 -2.576 -0.338
31 H -2.360 -4.272 -0.110
32 C 0.342 -3.212 1.180
33 C -0.788 -2.963 2.185
34 H -0.564 -3.525 3.100
35 H -1.759 -3.297 1.777
36 H -0.823 -1.908 2.479
37 C -1.762 -0.031 0.312
38 C -0.525 4.638 -1.617
39 H -0.368 5.355 -0.803
40 H 0.416 4.497 -2.159
41 H -1.259 5.055 -2.320
42 C -0.523 -4.402 -2.183
43 H -1.260 -4.725 -2.931
44 H 0.417 -4.196 -2.703
45 H -0.370 -5.213 -1.459
46 C 0.621 -4.707 0.944
47 H 0.959 -5.157 1.889
48 H -0.298 -5.235 0.648
49 H 1.432 -4.896 0.225
50 C 0.623 4.545 1.518
51 H -0.294 5.110 1.295
52 H 0.964 4.872 2.512
53 H 1.434 4.825 0.828
54 H 1.262 2.537 1.919
55 H 1.257 -2.756 1.597
56 H -1.238 2.639 -1.942
57 H -1.230 -2.375 -2.259
58 O -2.773 -0.054 0.909
59 H 1.085 0.072 -2.002
60 H -0.479 0.037 -2.443
61 N 1.738 -0.168 2.056
62 C 1.570 -0.201 3.216
63 C 1.348 -0.220 4.624
64 C 0.070 -0.217 5.218
65 C -0.038 -0.252 6.631
66 C 1.125 -0.297 7.429
67 C 2.394 -0.302 6.809
68 C 2.505 -0.262 5.422
69 H -0.805 -0.199 4.576
70 H -1.015 -0.241 7.094
71 H 1.050 -0.313 8.509
72 H 3.327 -0.326 7.403
73 H 3.477 -0.271 4.895

Properties
- E_tot: -52403.8412 eV
- HOMO-LUMO gap (spin up / spin down): 6.259 / 3.644 eV
- Total charge: +3
- Lowest unoccupied orbital energy (spin up / spin down): -9.57 / -13.70 eV
- <S²>: 6.0260
- 2S+1: 5
- HOMO (spin up / spin down): -15.83 / -17.34 eV

***

The following is a DFT calculation (ωB97M-V/def2-TZVPD) of a 2-piece molecular cluster, C2H9N5 overall.

Element x y z (Å)
1 C 2.998 -0.376 0.279
2 C -2.044 0.350 0.590
3 N -0.884 0.616 0.720
4 N 1.836 -0.140 -0.216
5 N -2.908 -0.359 0.124
6 N 4.021 0.280 -0.042
7 N -4.126 -0.253 -0.481
8 H 3.084 -1.294 0.836
9 H -0.333 1.039 1.481
10 H 1.015 -0.745 -0.102
11 H 1.698 0.449 -1.010
12 H 4.930 0.153 0.385
13 H 3.860 1.027 -0.660
14 H -4.292 -1.342 -0.782
15 H -4.807 0.115 0.103
16 H -4.050 0.480 -1.226

Properties
- E_tot: -9651.4339 eV
- HOMO-LUMO gap: 11.112 eV
- Total charge: +2
- Lowest unoccupied orbital energy: -7.20 eV
- ΔE to the lowest compared entry with this formula, charge and spin: 48.78 kcal/mol
- HOMO: -18.31 eV

***

The following is a DFT calculation (ωB97M-V/def2-TZVPD) of C6H4N2O6Tm as an isolated structure.

Element x y z (Å)
1 O 0.517 5.250 0.020
2 C 0.405 4.119 0.016
3 Tm -0.084 -0.857 -0.003
4 O -3.075 1.074 -0.975
5 C -2.103 0.550 -0.659
6 C 2.169 0.124 0.661
7 O 3.225 0.448 0.981
8 C -0.618 0.362 2.153
9 O -0.889 0.790 3.192
10 C 0.677 0.251 -2.146
11 O 1.030 0.625 -3.191
12 N 0.556 -5.029 -0.430
13 C -0.419 -4.192 -0.014
14 N -1.504 -4.811 0.384
15 O -0.295 -2.903 -0.007
16 H 0.251 -5.992 -0.352
17 H 1.406 -4.603 -0.746
18 H -2.281 -4.254 0.713
19 H -1.416 -5.814 0.308

Properties
- E_tot: -51051.4252 eV
- HOMO-LUMO gap (spin up / spin down): 7.492 / 7.544 eV
- Total charge: +3
- Lowest unoccupied orbital energy (spin up / spin down): -13.87 / -13.82 eV
- <S²>: 2.0021
- 2S+1: 3
- HOMO (spin up / spin down): -21.36 / -21.36 eV

***

The following is a DFT calculation (ωB97M-V/def2-TZVPD) of C2H4N2O2 in the gas phase.

Element x y z (Å)
1 N 0.322 1.428 0.064
2 C -0.828 0.968 -0.475
3 O -1.782 1.612 -0.822
4 O -0.912 -0.426 -0.631
5 C -0.100 -1.329 -0.047
6 N 1.103 -1.128 0.289
7 H 1.068 0.785 0.299
8 H 0.278 2.319 0.525
9 H -0.648 -2.263 0.085
10 H 1.498 -1.966 0.703

Properties
- E_tot: -9214.2417 eV
- HOMO-LUMO gap: 11.274 eV
- Total charge: 0
- Lowest unoccupied orbital energy: 0.80 eV
- ΔE to the lowest compared entry with this formula, charge and spin: 22.63 kcal/mol
- HOMO: -10.48 eV

***

The following is a DFT calculation (ωB97M-V/def2-TZVPD) of C6H10 in the gas phase.

Element x y z (Å)
1 C -2.386 -0.893 0.035
2 C -2.016 0.569 0.038
3 C -0.797 1.182 -0.112
4 C 0.408 0.318 -0.110
5 C 1.761 0.575 0.122
6 C 2.795 -0.487 -0.007
7 H -2.230 -1.287 1.094
8 H -2.111 -1.411 -0.850
9 H -3.511 -0.892 -0.187
10 H -2.811 1.314 0.109
11 H -0.724 2.297 0.006
12 H 0.240 -0.714 -0.129
13 H 2.072 1.597 0.201
14 H 2.782 -1.163 0.835
15 H 3.844 0.050 -0.059
16 H 2.685 -1.054 -0.987

Properties
- E_tot: -6382.0191 eV
- HOMO-LUMO gap: 9.129 eV
- Total charge: 0
- Lowest unoccupied orbital energy: 1.01 eV
- ΔE to the lowest compared entry with this formula, charge and spin: 42.44 kcal/mol
- HOMO: -8.12 eV